(1)
Formula: C3H7N2OS
Source: OMol25
Level of theory: ωB97M-V/def2-TZVPD

XYZ file:
```
14
Properties=species:S:1:pos:R:3
C -0.2907 2.7130 -0.3446
C -0.2499 -1.6317 0.0533
C 0.1496 2.0414 -1.2209
N -1.0681 -0.6599 0.5070
N 0.7504 -1.3581 -0.7366
O 0.5585 1.0231 -1.9864
S -2.3940 -0.8663 1.6056
H -1.2839 0.1264 -0.0901
H -0.8284 3.1997 0.3877
H -0.4235 -2.6616 0.5680
H 1.1278 -2.1321 -1.1548
H 1.0283 -0.4418 -1.1456
H 0.5570 1.3510 -2.8469
H -2.0317 0.3511 2.4026
```

Results
- charge = +1
- spin multiplicity = 1

(2)
Formula: C31H27GeN6OTl
Source: OMol25
Level of theory: ωB97M-V/def2-TZVPD

XYZ file:
```
67
Properties=species:S:1:pos:R:3
Tl -0.2696 1.9414 1.9290
N -4.7736 1.8806 -1.2199
C -3.6180 1.8896 -1.8073
N -2.6162 1.7572 -0.9681
C -3.2206 1.7419 0.2667
N -4.5765 1.8141 0.1401
C -3.1951 1.5693 2.7214
C -4.5914 1.4327 2.9120
N -5.2418 1.2087 4.0553
C -4.4320 1.1529 5.1303
C -3.0688 1.3763 5.0809
N -2.4312 1.5779 3.9350
H -5.6534 1.6949 -1.6431
H -3.4587 1.8821 -2.8820
H -5.2510 1.4854 2.1172
H -4.7680 0.9647 6.1730
H -2.3825 1.5239 5.9509
O -2.8851 4.3288 -6.9965
C -2.5599 3.2574 -6.1702
C -1.8399 3.6415 -4.8752
C -0.8758 2.7012 -4.3460
C -0.4306 2.9213 -3.0533
C -0.8320 4.0788 -2.4226
C -1.7343 4.9213 -3.0350
N -2.2061 4.7119 -4.2520
H -3.0023 5.0954 -6.3954
H -1.9115 2.5739 -6.6667
H -3.4472 2.6353 -6.0202
H -0.5842 1.9034 -4.9402
H 0.2105 2.1612 -2.5953
H -0.5030 4.3121 -1.4839
H -1.9489 5.7803 -2.4381
C -2.4782 1.7489 1.4918
Ge 1.2442 -1.7532 1.1474
C 1.7361 -2.1687 -0.8235
C 2.2896 -3.2384 -1.4475
C 2.6389 -3.2313 -2.8042
C 2.3291 -2.1764 -3.6358
C 1.6918 -1.0687 -3.0429
C 1.4346 -1.0975 -1.6892
C 1.4549 -3.5303 2.2467
C 2.5391 -3.7874 3.1296
C 2.5429 -4.8582 4.0313
C 1.5514 -5.7966 4.1260
C 0.5070 -5.5805 3.2360
C 0.3617 -4.4121 2.4361
C 3.1707 -1.1060 1.5327
C 3.2073 -0.1015 2.4463
C 4.4471 0.4885 2.8213
C 5.6677 0.0804 2.2169
C 5.5970 -0.9194 1.2753
C 4.3785 -1.4998 0.9638
H 2.4764 -4.1399 -0.8842
H 3.0588 -4.1261 -3.2243
H 2.5109 -2.2530 -4.6961
H 1.4093 -0.1728 -3.5782
H 0.7976 -0.2846 -1.1928
H 3.4267 -3.1349 3.1055
H 3.3799 -5.0080 4.7838
H 1.5411 -6.6263 4.8112
H -0.3574 -6.2537 3.2201
H -0.5055 -4.3595 1.8334
H 2.3168 0.2628 3.0236
H 4.3946 1.2959 3.4904
H 6.5237 0.5421 2.5070
H 6.4736 -1.3230 0.7199
H 4.3405 -2.3283 0.2217
```

Results
- charge = -2
- spin multiplicity = 1

(3)
Formula: C5H10O
Source: OMol25
Level of theory: ωB97M-V/def2-TZVPD

XYZ file:
```
16
Properties=species:S:1:pos:R:3
C 1.6429 0.4340 0.4312
C 0.8550 0.2742 -0.8447
C -0.6077 -0.0418 -0.4340
C -0.8651 -1.4768 0.0056
C -1.1684 1.0088 0.4047
O -1.6145 0.5120 -1.1776
H 0.8741 0.0766 1.2004
H 1.8838 1.4082 0.8691
H 2.5278 -0.1624 0.6463
H 1.2286 -0.5503 -1.4531
H 0.8858 1.2075 -1.4076
H -0.6967 -2.1456 -0.8420
H -0.2024 -1.7932 0.8177
H -1.8991 -1.6115 0.3440
H -0.9049 2.0564 0.2930
H -1.9392 0.8038 1.1470
```

Results
- spin multiplicity = 1
- SMILES = CC[C@@]1(C)CO1

(4)
Formula: C5H13OP
Source: OMol25
Level of theory: ωB97M-V/def2-TZVPD

XYZ file:
```
20
Properties=species:S:1:pos:R:3
C -0.8399 1.3787 -0.0561
C -1.3268 -0.9148 0.8130
C 1.3000 -0.3445 -0.1391
C 1.0335 -1.0346 -1.5539
C -0.3005 0.1911 0.7282
O 0.2354 -0.1928 -2.3586
P 0.6622 0.6381 2.3589
H -1.5709 2.0322 0.3723
H -0.0299 2.0969 -0.3121
H -1.2574 1.0363 -0.9772
H -1.2178 -1.4290 -0.1226
H -2.4139 -0.6359 1.1388
H -1.0483 -1.6913 1.6103
H 2.0302 0.4286 -0.2243
H 1.6717 -1.1822 0.4887
H 1.9373 -1.0905 -2.1503
H 0.5057 -2.0165 -1.2582
H 0.0717 -0.4794 -3.2019
H -0.3506 1.3580 3.0632
H 0.9082 1.8517 1.7809
```

Results
- spin multiplicity = 1
- SMILES = CC(C)(P)CCO

(5)
Formula: C34H46AgB2BrN10O2S3
Source: OMol25
Level of theory: ωB97M-V/def2-TZVPD

XYZ file:
```
99
Properties=species:S:1:pos:R:3
Ag 0.0029 0.2793 -0.0276
C 2.8937 2.6876 0.6180
C 3.5241 2.6758 2.0124
C 4.7847 1.8129 2.0479
C 3.9107 4.1132 2.3677
N 2.5484 2.1754 3.0110
C 2.0483 2.9100 4.0765
C 1.1292 2.1428 4.6891
N 1.0416 0.9478 4.0149
B -0.1076 -0.0286 4.3337
N -1.4872 0.4374 3.8099
C -2.5932 -0.1850 4.3368
C -3.6600 0.1570 3.6026
N -3.2199 1.0134 2.6072
C -1.8622 1.1632 2.7271
S -0.8363 2.1365 1.7825
C -4.1993 1.4768 1.5853
C -5.3442 2.1765 2.3242
C -4.6995 0.2297 0.8465
C -3.6431 2.4391 0.5479
N 0.2471 -1.4466 3.8262
C 1.3073 -2.0848 4.4250
C 1.6136 -3.1674 3.6942
N 0.7151 -3.2232 2.6383
C -0.1133 -2.1310 2.7082
S -1.3139 -1.6756 1.6092
C 0.8691 -4.2618 1.5889
C 2.0446 -3.8491 0.6995
C 1.1499 -5.6018 2.2836
C -0.3712 -4.4682 0.7234
C 1.9239 0.9540 2.9852
S 2.2227 -0.3010 1.9025
H 3.5853 3.1652 -0.0803
H 1.9647 3.2601 0.6386
H 2.6728 1.6851 0.2568
H 5.5089 2.2061 1.3321
H 4.5473 0.7833 1.7865
H 5.2291 1.8357 3.0464
H 4.6317 4.4561 1.6256
H 4.3807 4.1801 3.3509
H 3.0497 4.7813 2.3335
H 2.3627 3.9088 4.3030
H 0.4935 2.3589 5.5279
H -0.2040 -0.0801 5.5499
H -2.5092 -0.8517 5.1753
H -4.6826 -0.1545 3.6841
H -5.8476 1.5180 3.0336
H -6.0807 2.5187 1.5966
H -4.9629 3.0432 2.8665
H -5.2260 -0.4603 1.5079
H -3.8549 -0.2944 0.3993
H -5.3760 0.5304 0.0455
H -3.2734 3.3604 0.9932
H -4.4629 2.6705 -0.1353
H -2.8379 2.0004 -0.0284
H 1.7909 -1.6724 5.2916
H 2.4186 -3.8656 3.8096
H 2.9719 -3.7936 1.2732
H 1.8683 -2.8736 0.2442
H 2.1767 -4.5774 -0.1026
H 2.0731 -5.5998 2.8611
H 1.2412 -6.3750 1.5204
H 0.3249 -5.8648 2.9484
H -0.5971 -3.6049 0.1087
H -1.2528 -4.6832 1.3284
H -0.1643 -5.3241 0.0766
B -2.6689 0.5829 -3.0124
N -1.7603 1.8343 -2.7998
C -1.8463 2.9702 -3.5110
C -1.0618 3.9314 -2.8992
C -0.5260 3.2609 -1.7899
N -0.9593 2.0087 -1.7397
N -1.8700 -0.7329 -2.8388
C -1.9476 -1.7954 -3.6557
C -1.1538 -2.8043 -3.1445
C -0.6143 -2.2447 -1.9784
N -1.0660 -1.0102 -1.7981
H -3.6151 0.6217 -2.2437
H -3.0473 0.6229 -4.1686
H -2.4504 3.0119 -4.4012
H -0.8951 4.9475 -3.2151
H 0.1436 3.6235 -1.0267
H -2.5387 -1.7475 -4.5542
H -0.9626 -3.7768 -3.5641
H 0.1254 -2.6432 -1.3022
Br 6.3870 0.0377 -6.5026
C 5.2369 -0.3633 -5.0232
C 5.2446 -1.6431 -4.4974
C 4.4100 -1.9213 -3.4234
C 3.5876 -0.9420 -2.8819
C 3.5985 0.3311 -3.4389
C 4.4224 0.6332 -4.5150
C 2.6804 -1.2599 -1.6811
O 2.7070 -2.4321 -1.2699
O 2.0283 -0.2868 -1.2515
H 5.8891 -2.4030 -4.9205
H 4.3796 -2.9062 -2.9759
H 2.9384 1.0740 -3.0094
H 4.4301 1.6226 -4.9529
```

Results
- charge = -2
- spin multiplicity = 1

(6)
Formula: C2H4N5
Source: OMol25
Level of theory: ωB97M-V/def2-TZVPD

XYZ file:
```
11
Properties=species:S:1:pos:R:3
C 1.9402 0.5557 0.3136
C -0.3072 -0.0404 -0.3139
N 2.9149 1.1712 -0.0278
N 3.8488 -1.5002 0.1318
N 4.1487 0.7513 -0.2712
N 4.1701 -0.4625 -0.1056
N 0.7457 0.3076 0.6228
H -0.6977 -1.0294 -0.0764
H 0.0658 -0.0279 -1.3346
H -1.1182 0.6845 -0.2226
H 0.4740 0.3103 1.6084
```

Results
- charge = +1
- spin multiplicity = 1

no.,orbital gap (Eh),maximum force (eV/Å),LUMO (eV)
1,0.3673,3.0,-3.89
2,0.1618,3.9,4.02
3,0.3991,3.4,0.96
4,0.3728,4.0,0.81
5,0.2035,1.3,3.78
6,0.3503,3.6,-5.78